{"formula": "C5H8O2", "method": "the ωB97M-V functional and the def2-TZVPD basis", "homo_ev": [-8.99, -8.99], "e_above_lowest_kcal_mol": 113.2, "total_charge": 0, "total_energy_ev": -9404.9237, "multiplicity": 1, "species": ["O", "C", "C", "C", "C", "C", "O", "H", "H", "H", "H", "H", "H", "H", "H"], "xyz": [[-1.449, 0.261, -1.576], [-0.737, -0.474, -0.639], [0.822, -0.522, -0.955], [1.313, 0.332, 0.159], [0.587, -0.232, 1.372], [-0.702, 0.274, 0.714], [-0.329, 1.612, 0.355], [-1.269, 1.188, -1.327], [-1.170, -1.477, -0.589], [1.198, -1.545, -0.827], [1.041, -0.174, -1.966], [0.885, 1.545, 0.226], [0.634, -1.320, 1.473], [0.822, 0.269, 2.313], [-1.647, 0.263, 1.268]], "lowdin_charge": [-0.0087, -0.3293, -0.1111, 0.0358, -0.1097, -0.3367, -0.1294, 0.0964, 0.1512, 0.1245, 0.1155, 0.1113, 0.1226, 0.1156, 0.1522]}